Below is 2 unconnected molecules or ions with the total composition C3H7O, with properties calculated with the ωB97M-V functional and the def2-TZVPD basis.

```
11
Properties=species:S:1:pos:R:3:forces:R:3
O 1.842 2.141 0.124 -0.17 -0.09 -0.02
H 1.139 1.568 -0.238 0.01 -0.06 -0.02
C -0.169 -1.700 -0.799 0.12 0.88 0.28
C -0.657 -0.442 -0.507 -1.32 -0.51 0.40
C -0.748 0.163 0.758 0.67 0.23 -0.21
H -0.187 -2.110 -1.795 0.17 -0.14 -0.09
H 1.593 2.060 1.051 0.07 0.07 0.10
H 0.194 -2.243 0.065 0.23 -0.48 -0.28
H -1.232 0.067 -1.285 0.20 0.06 -0.24
H -1.553 0.815 1.063 -0.03 0.30 -0.32
H -0.222 -0.321 1.564 0.05 -0.26 0.42
```
Positions in Å, forces in eV/Å.

Energy above the lowest of the compared OMol25 structures with the same formula, charge and spin in kcal per mole: 25.7
Total charge: -1
Lowest unoccupied orbital energy in eV: 4.8703
HOMO in hartree: -0.0394